A:
DFT (ωB97M-V with the def2-TZVPD basis set) results for one molecule with the formula C4H8N2S2.

Atoms and positions in Å:
C -2.043 -0.226 -2.647
N -1.522 -1.140 -1.952
N -0.637 -0.949 -0.882
C -0.561 0.293 -0.165
C -1.855 0.544 0.577
C 0.730 0.291 0.728
S 0.896 1.215 2.072
S 2.108 -0.654 0.113
H -1.865 0.866 -2.541
H -2.709 -0.470 -3.476
H -0.532 -1.868 -0.303
H -0.293 1.074 -0.947
H -2.587 1.001 -0.078
H -1.819 1.184 1.480
H -2.247 -0.455 0.831
H 1.475 -1.116 -1.036

Computed properties:
- Lowest unoccupied orbital energy: -0.345 eV
- Gap between HOMO and LUMO: 8.5 eV
- SMILES string: C=NN[C@@H](C)C(=S)S

Mulliken population analysis, charges in e, atoms 1 to 2: number 1, C, carries -0.278; number 2, N, carries -0.773

***

B:
DFT (ωB97M-V with the def2-TZVPD basis set) results for C4H8N2S2 as an isolated structure.

Atoms and positions in Å:
C -1.614 -0.060 -0.001
C 0.736 1.813 0.132
C 0.525 0.637 1.023
C -0.262 -0.447 0.358
N -2.701 0.286 -0.121
N -0.174 -1.640 1.059
S -0.278 -2.194 -2.462
S 0.723 -0.523 -1.793
H 1.421 2.579 0.641
H -0.126 2.434 -0.265
H 1.340 1.592 -0.761
H 1.519 0.295 1.238
H -0.021 0.917 1.842
H -0.570 -2.533 0.606
H 0.751 -1.740 1.166
H -1.268 -1.415 -2.662

Computed properties:
- Lowest unoccupied orbital energy: -0.268 eV
- Gap between HOMO and LUMO: 8.4 eV

Mulliken population analysis, charges in e, atoms 1 to 2: number 1, C, carries 0.015; number 2, C, carries -1.269

***

Most stable structure among those shown: B. Next: +56.4 kJ/mol.